Computed, not measured: a 10-piece molecular cluster, C42H77F3N2O41PS12Si overall at a distorted geometry, with ωB97M-V/def2-TZVPD.

ORCA input file:
```
! wB97M-V def2-TZVPD RIJCOSX def2/J DEFGRID3
* xyz 1 1
C -5.13 -4.57 -0.47
Si -5.48 -2.72 -0.03
C -5.15 -2.53 1.85
C -7.35 -2.45 -0.31
O -4.44 -1.78 -1.05
C -4.43 -0.38 -0.69
C -2.97 0.14 -0.26
P -2.01 1.04 -1.61
C -0.64 -0.15 -2.22
C 0.05 0.31 -3.60
C 0.77 1.75 -3.55
N 1.69 1.84 -4.72
C 3.11 1.60 -4.35
C 3.68 0.18 -4.80
C 3.80 -0.28 -6.30
C 4.39 -1.69 -6.69
C 4.88 -2.66 -5.59
C 4.76 -2.26 -4.08
C 4.16 -0.87 -3.73
O 4.01 -0.48 -2.37
C -1.07 2.46 -0.74
C -0.21 1.92 0.52
C 1.38 1.96 0.27
S 2.38 1.46 1.76
C 4.21 1.81 1.45
S 4.84 3.11 2.28
N 4.94 0.91 0.54
C 5.83 1.64 -0.40
C 6.89 0.63 -1.13
O 7.78 0.18 -0.05
C 6.96 -0.74 0.71
C 5.66 -0.09 1.39
S -3.20 1.69 -3.28
O -2.49 2.70 -4.17
O -4.48 2.39 -2.84
C -3.63 0.24 -4.44
F -2.96 0.37 -5.69
F -5.01 0.35 -4.72
F -3.28 -1.01 -3.88
H -3.99 -4.74 -0.42
H -5.48 -4.75 -1.55
H -5.72 -5.21 0.26
H -5.75 -1.65 2.30
H -4.04 -2.51 2.14
H -5.58 -3.48 2.35
H -7.85 -1.75 0.47
H -7.86 -3.48 -0.15
H -7.63 -2.14 -1.38
H -5.13 -0.25 0.23
H -4.93 0.20 -1.53
H -2.40 -0.75 0.17
H -3.10 0.88 0.62
H 0.12 -0.32 -1.37
H -1.15 -1.17 -2.39
H 0.84 -0.48 -3.85
H -0.68 0.33 -4.48
H 1.31 1.85 -2.55
H 0.05 2.64 -3.63
H 1.39 1.22 -5.49
H 3.74 2.39 -4.93
H 3.34 1.77 -3.24
H 3.43 0.47 -7.09
H 4.43 -1.94 -7.80
H 5.33 -3.69 -5.83
H 5.13 -2.99 -3.28
H 4.06 -1.26 -1.77
H -0.47 3.10 -1.47
H -1.90 3.14 -0.30
H -0.48 2.61 1.41
H -0.50 0.84 0.77
H 1.63 1.19 -0.55
H 1.66 3.03 -0.01
H 6.48 2.46 0.07
H 5.20 2.13 -1.24
H 7.50 1.17 -1.94
H 6.38 -0.30 -1.55
H 7.63 -1.11 1.58
H 6.68 -1.66 0.10
H 4.92 -0.96 1.57
H 5.91 0.42 2.39
C -5.49 -1.12 -7.31
C -4.82 -0.16 -8.28
O -5.37 -0.47 -9.56
S -6.90 -0.97 -9.37
O -7.77 0.14 -9.61
O -7.05 -2.23 -10.03
O -6.84 -1.23 -7.77
H -5.04 -2.12 -7.37
H -5.47 -0.77 -6.28
H -3.73 -0.27 -8.29
H -5.07 0.88 -8.04
C -9.19 -7.86 -2.90
C -8.47 -6.98 -3.92
O -7.47 -6.29 -3.16
S -6.97 -7.24 -1.95
O -5.76 -7.88 -2.35
O -7.08 -6.50 -0.72
O -8.17 -8.32 -2.01
H -9.91 -7.28 -2.32
H -9.70 -8.70 -3.37
H -9.14 -6.28 -4.41
H -7.96 -7.59 -4.67
C 11.86 -3.58 -0.65
C 11.35 -2.15 -0.49
O 10.03 -2.17 -1.03
S 9.37 -3.63 -0.76
O 8.55 -3.54 0.41
O 8.89 -4.14 -2.01
O 10.74 -4.41 -0.38
H 12.19 -3.77 -1.68
H 12.68 -3.80 0.04
H 11.97 -1.43 -1.02
H 11.28 -1.87 0.56
C 0.68 5.95 -6.99
C -0.04 5.06 -7.99
O 0.93 4.78 -9.00
S 2.40 4.74 -8.32
O 2.74 3.37 -8.06
O 3.26 5.62 -9.04
O 2.01 5.44 -6.91
H 0.73 6.98 -7.35
H 0.20 5.93 -6.01
H -0.92 5.54 -8.42
H -0.33 4.11 -7.53
C 2.65 -2.05 6.31
C 3.34 -1.08 5.36
O 2.80 -1.37 4.07
S 1.26 -1.86 4.24
O 0.40 -0.73 4.00
O 1.10 -3.11 3.57
O 1.30 -2.13 5.84
H 3.09 -3.05 6.25
H 2.67 -1.70 7.34
H 4.42 -1.21 5.36
H 3.09 -0.04 5.61
C 0.30 -2.29 11.25
C -0.42 -3.17 10.24
O 0.54 -3.44 9.23
S 2.02 -3.50 9.90
O 2.35 -4.87 10.14
O 2.88 -2.61 9.18
O 1.63 -2.82 11.32
H 0.36 -1.26 10.90
H -0.16 -2.32 12.23
H -1.30 -2.68 9.82
H -0.72 -4.12 10.69
C -3.20 -2.02 16.02
C -4.10 -3.06 15.37
O -4.12 -2.71 13.98
S -2.69 -2.05 13.58
O -1.88 -3.08 12.99
O -2.93 -0.79 12.95
O -2.15 -1.78 15.08
H -3.73 -1.07 16.18
H -2.79 -2.36 16.97
H -5.10 -3.05 15.78
H -3.67 -4.06 15.46
C 5.74 7.64 2.77
C 5.75 8.86 3.68
O 4.77 8.59 4.68
S 4.73 7.00 4.96
O 5.53 6.73 6.12
O 3.38 6.55 4.83
O 5.56 6.53 3.65
H 4.89 7.67 2.08
H 6.67 7.54 2.21
H 5.51 9.78 3.14
H 6.72 8.98 4.17
C -5.44 5.32 -3.37
C -5.94 5.64 -1.97
O -6.54 6.93 -2.07
S -7.19 7.08 -3.55
O -8.59 6.78 -3.46
O -6.70 8.29 -4.14
O -6.45 5.82 -4.25
H -4.50 5.84 -3.59
H -5.31 4.25 -3.52
H -5.13 5.65 -1.24
H -6.70 4.93 -1.65
*
```

The value obtained for the maximum force is 0.171 hartree/bohr. The total energy comes out at -10548.7597 a.u. Its HOMO energy is -10.16 eV.